99
Properties=species:S:1:pos:R:3:mulliken_spin:R:1 method="wB97M-V/def2-TZVPD" e_tot_ev=-102240.5800 total_charge=+1 lumo_energy_ha="-0.0937 / -0.1189" multiplicity=5 homo_energy_ev="-8.5 / -10.7" s_squared=6.058 relative_energy_kcal_mol=38.1
C 0.844 1.315 -2.954 0.01
C -0.394 2.605 -1.502 -0.04
C 0.856 2.331 -3.903 0.04
C -0.243 3.742 -2.302 0.10
C 0.382 3.596 -3.543 0.01
H 1.229 2.113 -4.905 0.00
H -0.742 4.671 -1.997 0.00
H 0.458 4.427 -4.235 0.00
N 0.486 1.552 -1.668 0.03
P 1.675 -1.061 -1.824 -0.01
P -1.968 2.090 1.192 0.59
C 1.016 -0.153 -3.300 -0.01
H 0.035 -0.583 -3.566 0.01
H 1.643 -0.264 -4.188 0.00
C -0.104 -1.168 0.889 -0.09
O -0.758 -1.811 1.617 -0.03
C -1.713 2.289 -0.892 0.49
H -2.423 3.073 -1.135 -0.02
C -3.864 2.136 1.254 0.18
C -1.169 2.051 2.983 0.33
C 1.100 -2.852 -2.026 0.01
C 3.537 -0.807 -2.156 0.02
C -4.400 0.695 1.297 0.09
H -3.975 0.106 2.116 -0.01
H -5.491 0.748 1.449 0.01
H -4.222 0.168 0.347 -0.02
C -4.348 2.949 2.471 0.02
H -4.084 2.508 3.436 0.01
H -3.956 3.974 2.410 -0.01
H -5.447 3.015 2.430 0.00
C -4.538 2.847 0.058 0.00
H -5.624 2.781 0.223 0.00
H -4.264 3.911 0.024 0.01
H -4.337 2.381 -0.915 0.01
C -1.896 1.102 3.943 0.04
H -1.751 0.056 3.636 -0.01
H -1.458 1.209 4.949 0.00
H -2.970 1.279 4.037 0.01
C 0.300 1.615 2.968 0.11
H 0.420 0.572 2.651 -0.03
H 0.909 2.245 2.310 0.02
H 0.718 1.695 3.986 -0.01
C -1.210 3.538 3.348 0.07
H -2.227 3.918 3.479 0.00
H -0.649 3.719 4.276 0.01
H -0.732 4.115 2.543 -0.03
C 4.350 -1.767 -1.280 0.01
H 5.415 -1.502 -1.367 0.00
H 4.081 -1.695 -0.219 0.00
H 4.254 -2.814 -1.595 0.00
C 3.876 0.644 -1.784 0.04
H 3.326 1.369 -2.398 0.00
H 3.668 0.860 -0.732 -0.02
H 4.951 0.808 -1.953 0.00
C 3.933 -0.997 -3.633 0.00
H 5.032 -0.979 -3.685 0.00
H 3.600 -1.949 -4.058 0.00
H 3.573 -0.180 -4.269 0.00
C -0.434 -2.878 -2.181 0.01
H -0.768 -2.388 -3.105 0.00
H -0.756 -3.931 -2.224 0.00
H -0.948 -2.392 -1.340 0.00
C 1.475 -3.644 -0.763 0.00
H 0.911 -3.303 0.115 0.00
H 1.220 -4.702 -0.930 0.00
H 2.541 -3.600 -0.512 0.00
C 1.747 -3.480 -3.261 0.00
H 1.541 -2.905 -4.172 0.00
H 2.829 -3.614 -3.150 0.00
H 1.312 -4.480 -3.401 0.00
Fe 0.446 0.177 -0.258 2.20
N -1.340 -0.024 -0.684 0.03
C -2.055 0.939 -1.203 -0.25
C -3.137 0.539 -2.137 -0.01
C -3.697 -0.734 -1.962 0.03
C -3.603 1.359 -3.188 0.04
C -4.704 -1.188 -2.822 -0.01
H -3.354 -1.331 -1.114 0.00
C -4.608 0.883 -4.051 -0.01
H -3.195 2.363 -3.312 0.00
C -5.154 -0.390 -3.872 0.02
H -5.126 -2.175 -2.660 0.00
H -4.954 1.526 -4.856 0.00
H -5.920 -0.747 -4.560 0.00
N 5.089 -3.138 3.691 0.00
C 4.215 -2.902 2.667 0.00
O 3.813 -3.788 1.912 0.00
C 3.835 -1.471 2.468 0.00
C 4.637 -0.378 2.830 0.00
C 4.267 0.892 2.385 0.00
C 3.136 1.035 1.573 0.01
N 2.367 -0.017 1.232 0.03
C 2.662 -1.228 1.732 0.01
H 5.236 -4.106 3.930 0.00
H 5.236 -2.456 4.421 0.00
H 5.537 -0.531 3.424 0.00
H 4.839 1.783 2.630 0.00
H 2.848 2.017 1.189 0.00
H 1.980 -2.058 1.523 0.00

***

110
Properties=species:S:1:pos:R:3:lowdin_charge:R:1 method="wB97M-V/def2-TZVPD" e_tot_ev=-222163.9777 lumo_energy_ha=-0.0331 multiplicity=1 homo_energy_ev=-7.3 relative_energy_kcal_mol=6.3
K 0.861 1.186 0.447 0.62
N 3.511 -0.048 0.185 0.01
N 4.203 0.018 1.420 -0.03
C 3.313 -0.079 2.586 -0.50
N 4.172 -0.212 3.744 0.13
N 2.530 1.135 2.575 0.09
N 1.526 1.094 3.379 -0.46
O 1.356 0.178 4.220 -0.01
O 0.662 2.015 3.280 -0.12
H 3.506 -0.978 -0.222 0.08
H 3.932 0.584 -0.484 0.06
H 4.942 -0.670 1.514 0.12
H 4.222 -1.181 4.037 0.08
H 3.759 0.300 4.513 0.08
C 1.932 -3.550 2.715 0.00
O 2.804 -2.417 2.875 -0.02
C 2.343 -1.267 2.376 -0.45
O 1.321 -1.189 1.736 0.02
H 2.406 -4.362 3.256 0.10
H 1.818 -3.801 1.662 0.07
H 0.952 -3.323 3.129 0.08
C 2.355 2.697 -3.110 -0.14
O 2.495 1.858 -1.973 -0.21
H 1.548 3.425 -2.983 0.06
H 2.112 2.068 -3.964 0.07
H 3.282 3.235 -3.330 0.08
H 2.817 2.415 -1.233 0.00
Se 0.461 5.000 2.089 1.16
N 1.904 5.075 3.099 -0.20
C 2.848 4.428 2.441 -0.40
C 4.171 4.194 2.919 0.01
C 5.002 3.484 2.124 -0.04
C 4.551 3.024 0.846 -0.12
N 3.363 3.216 0.358 0.10
C 2.483 3.894 1.157 -0.48
N 1.232 4.092 0.780 -0.24
H 4.466 4.565 3.891 0.12
H 6.009 3.245 2.435 0.11
H 5.248 2.477 0.222 0.11
N -1.784 2.552 0.023 0.07
C -2.092 3.054 -1.255 -0.33
C -1.151 3.797 -1.967 -0.05
C -1.435 4.235 -3.250 -0.09
C -2.655 3.944 -3.845 -0.11
C -3.596 3.215 -3.132 -0.09
C -3.322 2.774 -1.847 -0.06
H -2.611 2.417 0.593 0.01
H -1.196 3.193 0.542 0.01
H -0.198 4.023 -1.501 0.09
H -0.694 4.812 -3.790 0.10
H -2.873 4.288 -4.848 0.10
H -4.557 2.989 -3.577 0.10
H -4.062 2.209 -1.292 0.11
C -1.674 -2.246 0.250 -0.10
C -1.919 -1.938 -1.235 -0.69
C -2.905 -0.772 -1.331 -0.10
C -2.522 -3.182 -1.888 -0.08
P -0.247 -1.354 -1.866 1.16
C 0.681 -2.940 -1.994 -0.35
C 1.702 -3.131 -1.066 -0.11
C 2.492 -4.275 -1.081 -0.09
C 2.272 -5.254 -2.037 -0.09
C 1.253 -5.086 -2.965 -0.08
C 0.466 -3.945 -2.940 -0.10
C -0.362 -0.735 -3.640 -0.68
C -0.625 0.773 -3.522 -0.11
C 1.042 -0.909 -4.235 -0.10
C -1.407 -1.327 -4.583 -0.08
H -2.613 -2.541 0.726 0.08
H -1.276 -1.385 0.790 0.06
H -0.963 -3.067 0.374 0.08
H -3.814 -1.020 -0.774 0.09
H -3.197 -0.564 -2.362 0.07
H -2.483 0.142 -0.904 0.05
H -3.479 -3.404 -1.406 0.09
H -1.881 -4.055 -1.756 0.07
H -2.712 -3.049 -2.952 0.06
H 1.856 -2.366 -0.314 0.06
H 3.283 -4.398 -0.351 0.10
H 2.888 -6.143 -2.059 0.10
H 1.068 -5.847 -3.712 0.10
H -0.324 -3.845 -3.670 0.09
H 0.123 1.252 -2.890 0.05
H -1.608 0.993 -3.107 0.06
H -0.577 1.235 -4.513 0.10
H 1.807 -0.532 -3.550 0.08
H 1.108 -0.335 -5.164 0.09
H 1.268 -1.950 -4.463 0.07
H -2.422 -1.136 -4.231 0.07
H -1.294 -2.398 -4.743 0.06
H -1.308 -0.843 -5.560 0.09
C -5.382 0.786 2.875 -0.04
N -3.993 0.520 3.168 -0.08
C -3.009 1.451 3.283 -0.75
Se -3.180 3.277 3.106 0.60
N -1.865 0.792 3.553 0.14
C -2.102 -0.572 3.643 -0.16
C -1.283 -1.652 3.926 0.00
C -1.879 -2.905 3.932 -0.09
C -3.239 -3.077 3.669 -0.09
C -4.061 -1.993 3.395 -0.02
C -3.464 -0.743 3.390 -0.17
H -5.507 1.862 2.782 0.04
H -6.012 0.412 3.683 0.10
H -5.668 0.302 1.940 0.09
H -0.953 1.261 3.642 0.10
H -0.234 -1.500 4.135 0.09
H -1.276 -3.776 4.154 0.10
H -3.662 -4.073 3.684 0.10
H -5.117 -2.120 3.197 0.11

***

Look up the multiplicity of the second one.
1

***

What is the multiplicity in the second record?
1

***

Among the records above, which one has the lowest multiplicity?
C37H53KN11O5PSe2

***

Which of these has the lowest multiplicity?
C37H53KN11O5PSe2